1.
Molecular formula: C14H23N3O5P
Method: DFT, wB97M-V/def2-TZVPD

CARTESIAN COORDINATES (ANGSTROEM)
C 0.141 -4.849 -2.159
N 0.696 -3.603 -1.608
C 0.929 -2.579 -2.641
C 1.774 -3.826 -0.770
O 2.232 -4.914 -0.527
C 2.364 -2.614 -0.035
C 1.555 -1.319 -0.006
C 1.175 -0.802 1.380
C 0.552 0.542 1.034
C 1.638 1.132 0.149
N 2.183 -0.069 -0.667
P 3.979 0.149 -0.808
N 4.472 1.373 -1.573
H 0.855 -5.337 -2.832
H -0.771 -4.603 -2.715
H -0.112 -5.526 -1.342
H 0.125 -1.829 -2.659
H 0.977 -3.059 -3.624
H 1.887 -2.066 -2.490
H 2.463 -2.961 1.002
H 3.387 -2.510 -0.405
H 0.603 -1.458 -0.537
H 0.512 -1.514 1.880
H 2.089 -0.631 1.965
H -0.362 0.393 0.446
H 0.368 1.218 1.871
H 1.339 1.954 -0.507
H 2.465 1.487 0.774
H 1.833 0.037 -1.621
H 4.272 0.047 0.556
H 4.352 -1.097 -1.313
H 3.847 2.060 -1.968
C -3.294 2.350 0.624
C -4.627 2.500 0.726
C -5.257 3.512 1.667
O -6.470 3.559 1.658
C -4.392 4.330 2.488
C -3.064 4.174 2.383
C -2.439 3.172 1.437
O -1.215 3.125 1.426
O -2.184 4.870 3.084
O -5.504 1.806 0.036
H -2.844 1.635 -0.050
H -4.845 5.044 3.161
H -1.298 4.572 2.806
H -6.390 2.128 0.304

## Properties
charge	+1
E_HOMO	-11.9	eV
Kohn-Sham gap	8.2	eV



2.
Molecular formula: C14H23NO2
Method: DFT, wB97M-V/def2-TZVPD

CARTESIAN COORDINATES (ANGSTROEM)
C -1.834 -3.683 2.074
H -2.689 -4.227 2.698
H -1.391 -4.413 1.574
H -2.327 -2.864 1.463
C -0.975 -2.719 3.237
C -1.693 -1.802 3.836
H -1.837 -1.006 3.126
H -2.807 -2.215 4.260
H -1.305 -1.390 4.686
O 0.103 -2.339 2.400
C 1.048 -1.926 2.931
C 1.029 -0.248 3.189
C 1.237 0.605 2.098
N -0.149 0.268 1.273
H -0.382 -0.541 1.197
C -0.115 1.057 -0.018
H -1.147 1.174 -0.095
C 0.602 0.447 -1.180
C 0.211 1.284 -2.273
C -0.748 1.229 -3.220
C -1.004 2.271 -4.198
C 0.075 3.040 -4.667
C 1.119 3.090 -3.754
C 1.404 2.205 -2.758
H 1.917 2.418 -1.996
H 1.902 3.859 -3.828
H 0.041 3.898 -5.211
H -1.980 2.045 -4.836
H -1.463 0.578 -3.024
O 0.134 -0.913 -1.341
H -1.013 -0.892 -1.495
H 1.504 0.459 -0.877
H 0.123 2.047 0.222
H 1.451 1.605 2.206
H 2.067 0.121 1.340
H 1.919 -0.213 3.796
H 0.150 0.071 3.918
H 2.230 -2.283 2.378
H 1.228 -2.370 4.007
H -0.617 -3.704 3.609

## Properties
E_HOMO	-8.4	eV
Kohn-Sham gap	9.1	eV
ΔE to the lowest compared entry with this formula, charge and spin	299.0	kcal/mol



3.
Molecular formula: C14H23NO2
Method: DFT, wB97M-V/def2-TZVPD

CARTESIAN COORDINATES (ANGSTROEM)
C -2.212 -3.040 0.370
H -2.942 -2.605 0.820
C -0.973 -1.938 0.112
H -0.282 -2.474 -0.513
H -0.686 -1.994 0.972
C -1.633 -0.775 -0.421
C -0.505 0.057 -0.419
C 0.516 0.934 -0.757
C 1.655 1.803 -0.818
N 3.012 1.203 -0.264
C 3.014 1.198 1.187
C 2.375 -0.247 1.509
C 3.145 -1.659 0.704
C 2.983 -1.129 -0.641
C 3.525 0.145 -1.155
H 4.544 0.124 -0.705
H 3.422 0.213 -2.036
H 3.444 -2.037 -1.175
H 2.008 -1.137 -1.007
H 4.158 -1.482 1.179
H 2.622 -2.438 0.996
H 2.534 -0.387 2.836
H 1.396 -0.223 1.491
H 4.077 1.065 1.594
H 2.585 1.992 1.458
H 1.923 2.088 -1.783
H 1.508 2.504 -0.152
C -2.199 -0.688 -1.878
H -3.263 -1.410 -1.636
H -2.383 0.091 -2.210
H -1.564 -1.301 -2.552
O -2.559 -0.157 0.350
C -2.940 1.153 0.339
O -2.695 1.724 -0.604
C -3.936 1.410 1.455
H -4.469 2.532 1.200
H -3.279 1.749 2.148
H -4.531 0.648 1.976
H -1.930 -3.860 0.860
H -2.728 -3.254 -0.590

## Properties
E_HOMO	-7.6	eV
Kohn-Sham gap	8.3	eV
ΔE to the lowest compared entry with this formula, charge and spin	348.9	kcal/mol